{
  "formula": "C16H19N3O3",
  "method": "ωB97M-V/def2-TZVPD",
  "lumo_energy_ev": 0.59,
  "spin_multiplicity": 1,
  "homo_energy_ev": -9.09,
  "species": ["O", "C", "C", "N", "C", "O", "N", "C", "C", "C", "C", "C", "C", "C", "C", "C", "C", "O", "N", "C", "C", "C", "H", "H", "H", "H", "H", "H", "H", "H", "H", "H", "H", "H", "H", "H", "H", "H", "H", "H", "H"],
  "positions_angstrom": [[3.674, 1.867, -1.479], [2.572, 1.403, -1.670], [1.445, 1.579, -0.651], [0.722, 0.366, -0.355], [-0.671, 0.279, -0.489], [-1.380, 1.155, -0.910], [-1.014, -0.974, -0.117], [0.103, -1.747, 0.357], [-0.012, -2.222, 1.812], [0.087, -1.095, 2.848], [-0.944, -0.016, 2.661], [-0.559, 1.295, 2.416], [-1.504, 2.286, 2.214], [-2.851, 1.977, 2.258], [-3.248, 0.677, 2.522], [-2.301, -0.311, 2.726], [1.271, -0.783, 0.137], [2.436, -0.991, 0.344], [2.269, 0.747, -2.810], [1.010, 0.227, -3.229], [0.957, -0.544, -4.509], [0.773, -1.261, -3.203], [0.710, 2.299, -1.025], [1.907, 1.974, 0.259], [-1.973, -1.236, 0.033], [0.249, -2.630, -0.282], [-0.959, -2.754, 1.923], [0.799, -2.929, 1.992], [-0.033, -1.541, 3.839], [1.087, -0.658, 2.801], [0.493, 1.542, 2.387], [-1.186, 3.298, 2.017], [-3.590, 2.746, 2.091], [-4.299, 0.431, 2.570], [-2.620, -1.321, 2.942], [3.053, 0.607, -3.433], [0.174, 0.877, -2.996], [0.100, -0.412, -5.151], [1.882, -0.701, -5.044], [-0.212, -1.618, -2.945], [1.580, -1.886, -2.853]]
}